26
Properties=species:S:1:pos:R:3:forces:R:3 method="wB97M-V/def2-TZVPD" e_above_lowest_kcal_mol=35.5 spin_multiplicity=1 energy_ev=-17070.1880 total_charge=0 largest_force_ev_per_a=3.99 smiles="[H]/N=C(/C)c1c[nH]c(C)n1.C=C(O)O"
C -1.276 0.896 1.505 -2.70 -1.76 -2.35
C -0.351 0.003 1.079 1.27 -0.78 0.17
C 0.721 1.448 2.254 -1.76 1.28 -0.02
C 0.220 -0.894 -2.967 1.14 0.76 -0.09
C 1.709 2.254 3.012 1.25 1.40 -3.13
C -1.694 -1.692 -0.514 0.24 -0.84 1.59
C 0.233 0.229 -2.242 0.18 -1.38 -0.01
C -0.405 -1.140 0.148 -1.15 -2.54 -0.19
N -0.639 1.852 2.178 1.75 -0.24 0.91
N 0.912 0.346 1.606 -0.75 0.15 -0.18
N 0.594 -1.884 -0.111 2.18 0.33 1.34
O 0.841 -2.086 -2.804 0.18 -0.43 1.81
O -0.358 -0.766 -4.194 -0.77 0.74 1.15
H -2.381 0.782 1.261 1.68 0.86 0.54
H 2.641 1.742 2.690 -0.01 1.11 -0.13
H 1.677 3.435 2.779 0.20 -2.90 0.54
H 1.740 2.040 4.019 -0.65 -0.03 2.48
H -2.176 -0.857 -0.901 -1.44 1.41 -0.85
H -2.378 -2.183 0.276 1.13 0.68 -1.19
H -1.493 -2.397 -1.368 0.11 0.66 1.21
H 0.601 0.407 -1.294 1.10 -0.41 1.52
H -0.270 1.063 -2.563 -1.22 1.62 -1.43
H -0.964 2.788 2.223 -0.21 0.64 0.57
H -0.032 -1.448 -4.730 0.64 -1.71 -1.29
H 1.089 -2.346 -1.789 -1.40 1.48 -2.24
H 1.440 -1.590 0.449 -0.99 -0.09 -0.73